Formula: C24H29F2N2
Source: the Open Molecules 2025 dataset
Level of theory: the ωB97M-V functional and the def2-TZVPD basis

Calculated values
calculated total energy	-1240.857588	a.u.
charge	+1
relative energy (zero: lowest compared OMol25 entry of this formula, charge and spin)	29.4	kJ/mol
multiplicity	1
F_max	1.51	eV/A
orbital gap	5.06	eV

CARTESIAN COORDINATES (ANGSTROEM)
1 C 5.2876 2.1507 -0.7722
2 N 3.8739 1.9686 -0.9843
3 C 3.3770 0.7292 -0.4531
4 C 1.9260 0.5138 -0.8546
5 N 1.1324 1.6628 -0.4595
6 C -0.2525 1.4994 -0.4328
7 C -0.9097 0.4754 -1.0710
8 C -2.3172 0.6261 -1.5372
9 C -3.1855 1.4475 -0.5677
10 C -2.4949 2.6950 -0.0184
11 C -1.0381 2.4884 0.4141
12 C 1.6271 2.9502 -0.9417
13 C 3.1007 3.1326 -0.6343
14 H 5.6451 2.9837 -1.3873
15 H 5.5433 2.3736 0.2795
16 H 5.8195 1.2398 -1.0666
17 H 3.9964 -0.0821 -0.8671
18 H 3.4591 0.6731 0.6556
19 H 1.8877 0.3331 -1.9465
20 H 1.5562 -0.3836 -0.3339
21 H -0.3424 -0.3311 -1.5415
22 H -2.3597 1.1137 -2.5299
23 H -2.7471 -0.3737 -1.6727
24 H -4.1161 1.7380 -1.0739
25 H -3.4775 0.8017 0.2671
26 H -2.5392 3.4935 -0.7720
27 H -3.0698 3.0589 0.8426
28 H -1.0375 2.1128 1.4548
29 H -0.5383 3.4628 0.4578
30 H 1.4922 3.0347 -2.0379
31 H 1.0711 3.7611 -0.4602
32 H 3.2189 3.3967 0.4369
33 H 3.4931 3.9680 -1.2298
34 F -2.7823 -5.7548 -0.7725
35 C -3.1168 -4.4804 -0.3798
36 C -4.4510 -4.0905 -0.4835
37 C -4.7858 -2.7939 -0.0643
38 C -3.8105 -1.9333 0.4174
39 C -2.4328 -2.3152 0.4776
40 C -1.4809 -1.3333 0.8954
41 C -0.1237 -1.5796 1.2732
42 C 0.4438 -0.7672 2.2988
43 C 1.7409 -0.9656 2.7366
44 C 2.5338 -1.9816 2.1811
45 C 2.0108 -2.7011 1.1115
46 F 2.8263 -3.6154 0.4828
47 C 0.7256 -2.5145 0.6167
48 C -2.1143 -3.6562 0.1129
49 H -5.2010 -4.7772 -0.8635
50 H -5.8208 -2.4570 -0.1143
51 H -4.0968 -0.9510 0.7990
52 H -1.9206 -0.4204 1.3152
53 H -0.1888 0.0014 2.7552
54 H 2.1402 -0.3399 3.5364
55 H 3.5312 -2.1970 2.5534
56 H 0.4005 -3.0449 -0.2775
57 H -1.1092 -4.0460 0.2297


Formula: C15H23ClIrN2S
Source: the Open Molecules 2025 dataset
Level of theory: the ωB97M-V functional and the def2-TZVPD basis

Calculated values
calculated total energy	-1656.699840	a.u.
charge	+2
relative energy (zero: lowest compared OMol25 entry of this formula, charge and spin)	102.9	kJ/mol
multiplicity	6
F_max	3.77	eV/A
orbital gap (spin up / spin down)	4.12 / 4.82	eV

CARTESIAN COORDINATES (ANGSTROEM)
1 C 0.2344 0.7616 -6.6213
2 C 1.5783 1.1989 -6.1188
3 C -0.0388 -0.7066 -6.5849
4 C -0.9160 1.6501 -6.2536
5 Cl 0.0852 0.4632 -2.6229
6 H -0.1070 -1.2519 -7.5300
7 H -0.9930 -0.8805 -6.0692
8 H 0.7449 -1.2107 -6.0043
9 H 2.3079 1.5878 -6.8345
10 H 2.0743 0.3560 -5.6197
11 H 1.4483 1.9929 -5.3713
12 H -1.4025 2.2437 -7.0346
13 H -0.5908 2.3771 -5.4959
14 H -1.7148 1.0386 -5.8097
15 C 1.4326 -1.2840 0.5569
16 C 0.9796 -2.2956 -0.3896
17 C 1.4698 -1.8843 -1.6797
18 H 0.4925 -3.2358 -0.1390
19 C 2.2146 -0.6883 -1.5259
20 C 2.0918 -0.2562 -0.1823
21 H 2.4592 0.6838 0.2569
22 H 1.4349 -1.3783 1.6475
23 H 1.2814 -2.4157 -2.6024
24 H 2.6907 -0.1166 -2.3124
25 C -1.6732 0.9791 0.0550
26 C -1.7322 -0.2875 0.7097
27 C -2.0855 -1.2863 -0.2787
28 H -1.6801 -0.4415 1.7797
29 C -2.3362 -0.5785 -1.5106
30 C -2.1403 0.8131 -1.2814
31 H -2.2300 1.6136 -2.0112
32 H -1.3438 1.9121 0.5153
33 H -2.2522 -2.3390 -0.0989
34 H -2.5945 -1.0469 -2.4533
35 Ir -0.1819 -0.6397 -0.7374
36 N 0.2409 1.3581 4.6747
37 C 0.2577 0.7945 3.4423
38 N -0.1719 -0.4949 3.4255
39 S 0.7807 1.7095 2.1304
40 H -0.2532 0.9124 5.4392
41 H 0.4540 2.3406 4.7367
42 H -0.0597 -1.0683 2.5992
43 H -0.2673 -0.9910 4.3101


Formula: C75H188N12O25
Source: the Open Molecules 2025 dataset
Level of theory: the ωB97M-V functional and the def2-TZVPD basis

Calculated values
calculated total energy	-5507.528927	a.u.
charge	0
relative energy (zero: lowest compared OMol25 entry of this formula, charge and spin)	396.9	kJ/mol
multiplicity	1
F_max	3.15	eV/A
orbital gap	8.96	eV

CARTESIAN COORDINATES (ANGSTROEM)
1 C -27.4418 12.7821 -37.7032
2 C -26.1237 12.9274 -36.9535
3 C -25.5636 14.3056 -36.7900
4 O -26.3366 12.5135 -35.6699
5 H -28.1202 12.0539 -37.2588
6 H -27.1435 12.5104 -38.7158
7 H -28.1046 13.6470 -37.6786
8 H -25.4243 12.2170 -37.3941
9 H -25.5221 14.9923 -37.6354
10 H -24.5458 14.3616 -36.4040
11 H -26.2129 14.8776 -36.1271
12 H -26.4556 11.5609 -35.6709
13 C -27.0683 2.8836 -25.4451
14 O -26.7945 3.5389 -26.6814
15 C -27.6980 3.2630 -27.7506
16 C -27.1706 3.7274 -29.1076
17 N -26.4970 5.0168 -29.1051
18 C -27.2320 6.0948 -28.4148
19 C -26.3268 7.3583 -28.4762
20 O -25.1078 7.1977 -27.7266
21 C -24.1627 8.2853 -27.9807
22 H -26.2091 3.0217 -24.7887
23 H -27.2289 1.8069 -25.5010
24 H -27.9905 3.0642 -24.8928
25 H -28.6582 3.6450 -27.4039
26 H -27.9497 2.2073 -27.8528
27 H -27.9469 3.6379 -29.8674
28 H -26.4075 2.9852 -29.3421
29 H -25.7581 4.9642 -28.4185
30 H -27.4342 5.8514 -27.3718
31 H -28.1614 6.4001 -28.8955
32 H -26.8986 8.2389 -28.1833
33 H -26.1373 7.4791 -29.5428
34 H -23.8804 8.2647 -29.0333
35 H -23.3913 8.3680 -27.2150
36 H -24.7158 9.2216 -27.9070
37 C -11.2872 14.4702 -25.7320
38 O -11.5155 14.0239 -27.0623
39 C -12.5626 13.0316 -27.1261
40 C -12.5173 12.2602 -28.4710
41 N -13.5032 11.2232 -28.6885
42 C -14.8970 11.6954 -28.8152
43 C -15.1109 12.7977 -29.8577
44 O -16.4894 12.8383 -30.3401
45 C -16.7294 11.9977 -31.5104
46 H -12.1702 14.7392 -25.1523
47 H -10.6751 15.3524 -25.9195
48 H -10.8019 13.7242 -25.1028
49 H -13.5288 13.4817 -26.8979
50 H -12.3126 12.3165 -26.3423
51 H -11.5225 11.8150 -28.4572
52 H -12.3892 12.9443 -29.3099
53 H -13.2999 10.6306 -29.4807
54 H -15.2898 11.9619 -27.8340
55 H -15.4535 10.8135 -29.1324
56 H -14.4750 12.5532 -30.7085
57 H -14.7723 13.7636 -29.4830
58 H -16.0736 12.2414 -32.3463
59 H -17.7481 12.1796 -31.8529
60 H -16.6575 10.9221 -31.3495
61 C -17.4934 5.5837 -32.2527
62 O -16.3381 6.0406 -32.9862
63 C -15.1214 5.5530 -32.4528
64 C -13.8992 5.8648 -33.3148
65 N -13.5914 7.3064 -33.3008
66 C -12.4621 7.5962 -34.1502
67 C -12.1689 9.1156 -34.3901
68 O -13.1896 9.6662 -35.2383
69 C -13.1113 11.0486 -35.4513
70 H -18.3748 5.5678 -32.8937
71 H -17.6830 6.2465 -31.4084
72 H -17.3051 4.5600 -31.9289
73 H -15.1774 4.4646 -32.4327
74 H -14.9828 5.8194 -31.4050
75 H -14.1389 5.5750 -34.3378
76 H -13.0944 5.2056 -32.9895
77 H -14.4444 7.6317 -33.7329
78 H -12.7004 7.1516 -35.1164
79 H -11.6128 6.9835 -33.8479
80 H -11.2028 9.3041 -34.8584
81 H -12.1373 9.6376 -33.4337
82 H -12.5685 11.6583 -34.7290
83 H -14.0601 11.5284 -35.6912
84 H -12.5570 11.1865 -36.3797
85 C 2.5255 13.6060 -40.3234
86 O 1.1272 13.8117 -40.0894
87 C 0.8146 14.6880 -38.9423
88 C -0.7279 14.9437 -38.7876
89 N -1.3275 13.6548 -38.3714
90 C -2.7521 13.6703 -38.0071
91 C -2.9435 14.3384 -36.6512
92 O -4.3295 14.4417 -36.2761
93 C -4.5500 14.9036 -34.8747
94 H 3.0635 14.5538 -40.3404
95 H 2.6027 13.0880 -41.2794
96 H 2.9959 12.9789 -39.5661
97 H 1.3146 15.6271 -39.1794
98 H 1.2906 14.2828 -38.0494
99 H -1.1341 15.2721 -39.7443
100 H -0.9530 15.7371 -38.0749
101 H -1.0270 12.8600 -38.9174
102 H -3.1403 12.6519 -37.9921
103 H -3.2993 14.2808 -38.7253
104 H -2.5662 15.3580 -36.5738
105 H -2.4463 13.7292 -35.8964
106 H -4.0155 15.7965 -34.5507
107 H -4.3562 14.0960 -34.1687
108 H -5.6198 15.1122 -34.8827
109 C -24.4562 5.3579 -39.6640
110 O -24.5183 5.2732 -38.2477
111 C -25.8190 5.7095 -37.7536
112 C -25.8584 5.6815 -36.2217
113 N -27.0808 6.1262 -35.6118
114 C -28.2804 5.5345 -36.2706
115 C -29.5570 6.0158 -35.6248
116 O -30.0563 5.0728 -34.6907
117 C -31.4057 5.1969 -34.2246
118 H -24.4038 6.3988 -39.9834
119 H -25.2108 4.8787 -40.2876
120 H -23.5247 4.9549 -40.0615
121 H -26.5238 4.9728 -38.1393
122 H -26.0598 6.7241 -38.0708
123 H -24.9974 6.2564 -35.8806
124 H -25.7522 4.6667 -35.8384
125 H -27.0352 5.7980 -34.6577
126 H -28.2739 4.4457 -36.2196
127 H -28.2330 5.8910 -37.2996
128 H -30.2581 6.2458 -36.4270
129 H -29.3737 6.9605 -35.1130
130 H -31.6999 6.2324 -34.0537
131 H -31.5522 4.6087 -33.3187
132 H -32.2505 4.8818 -34.8371
133 C -14.8043 21.5513 -29.3750
134 O -13.6597 21.7627 -28.5045
135 C -12.4109 21.6845 -29.1058
136 C -11.5282 22.3385 -28.0546
137 N -11.7284 23.8243 -27.7674
138 C -10.9690 24.3188 -26.6587
139 C -11.3544 25.7379 -26.2411
140 O -12.7522 25.8180 -25.9505
141 C -13.2058 27.1340 -25.6890
142 H -14.6273 20.6209 -29.9145
143 H -14.8735 22.3724 -30.0884
144 H -15.7508 21.4689 -28.8406
145 H -12.4021 22.1953 -30.0686
146 H -12.1705 20.6258 -29.2032
147 H -10.5300 22.0851 -28.4114
148 H -11.6952 21.8607 -27.0892
149 H -12.6785 24.0841 -27.5440
150 H -9.9404 24.1972 -26.9982
151 H -10.9712 23.6584 -25.7915
152 H -11.0873 26.4789 -26.9945
153 H -10.7454 25.9824 -25.3708
154 H -12.8733 27.8927 -26.3975
155 H -12.7339 27.5527 -24.8001
156 H -14.2914 27.2169 -25.6360
157 C -15.0981 3.8250 -40.0591
158 O -14.3939 2.6297 -40.3016
159 C -15.1163 1.5045 -40.8364
160 C -14.2313 0.2350 -40.9062
161 N -15.0512 -0.8323 -41.4742
162 C -14.2000 -1.8850 -42.0600
163 C -13.2422 -2.5798 -41.0331
164 O -12.0400 -1.8311 -40.7752
165 C -10.8985 -2.1507 -41.5713
166 H -15.7224 3.8747 -39.1670
167 H -15.8065 4.1044 -40.8391
168 H -14.3891 4.6508 -40.0018
169 H -15.4590 1.6520 -41.8606
170 H -16.0832 1.3993 -40.3442
171 H -13.8289 -0.0641 -39.9384
172 H -13.4140 0.5249 -41.5665
173 H -15.6705 -0.4386 -42.1681
174 H -13.5553 -1.6438 -42.9052
175 H -14.9063 -2.6248 -42.4366
176 H -12.9825 -3.5741 -41.3963
177 H -13.7932 -2.7603 -40.1100
178 H -10.7551 -3.2278 -41.6565
179 H -10.0646 -1.7300 -41.0094
180 H -10.8700 -1.6208 -42.5234
181 C -17.7268 21.0769 -10.2885
182 O -17.3892 21.4968 -11.6201
183 C -18.2510 20.9684 -12.6417
184 C -18.0837 19.4193 -12.7772
185 N -16.7220 19.0731 -13.1995
186 C -16.5821 19.0484 -14.6535
187 C -15.2048 18.4329 -15.0446
188 O -14.2742 19.4339 -14.7135
189 C -12.9163 19.0590 -15.0572
190 H -18.7767 21.3058 -10.1060
191 H -17.0582 21.4491 -9.5123
192 H -17.8425 20.0132 -10.0808
193 H -17.9098 21.3767 -13.5930
194 H -19.3026 21.1540 -12.4230
195 H -18.6920 18.9517 -13.5515
196 H -18.3046 18.8670 -11.8638
197 H -16.0727 19.7920 -12.9136
198 H -16.6781 20.0473 -15.0790
199 H -17.4082 18.4887 -15.0922
200 H -15.1755 18.3838 -16.1331
201 H -14.9939 17.4516 -14.6196
202 H -12.2468 19.8829 -14.8102
203 H -12.8924 18.8065 -16.1173
204 H -12.7446 18.1645 -14.4585
205 C -3.0878 21.5742 -25.9169
206 O -2.8649 21.4415 -27.2997
207 C -1.6942 21.9937 -27.8316
208 C -1.5577 21.4415 -29.2729
209 N -0.3827 21.9694 -29.8276
210 C -0.0112 21.2286 -31.0451
211 C 1.3625 21.7805 -31.6191
212 O 1.7010 20.9138 -32.6799
213 C 2.8178 21.3496 -33.4651
214 H -2.9674 22.5802 -25.5150
215 H -2.4896 20.8992 -25.3048
216 H -4.1109 21.3100 -25.6491
217 H -0.8582 21.8893 -27.1400
218 H -1.8175 23.0626 -28.0057
219 H -2.3762 21.6787 -29.9526
220 H -1.3232 20.3784 -29.2196
221 H -0.5800 22.9335 -30.0551
222 H -0.8005 21.3994 -31.7772
223 H 0.1966 20.1714 -30.8799
224 H 2.1133 21.7706 -30.8290
225 H 1.3007 22.8219 -31.9351
226 H 2.8355 22.4176 -33.6824
227 H 2.8819 20.7962 -34.4020
228 H 3.6904 21.1282 -32.8506
229 C -16.5844 13.4134 -21.9070
230 O -17.0653 14.5458 -22.5503
231 C -18.4439 14.5349 -22.6508
232 C -18.8211 15.6538 -23.5978
233 N -20.2678 15.6255 -23.7436
234 C -20.7319 16.5128 -24.7728
235 C -22.2373 16.2549 -25.1222
236 O -22.5351 17.0212 -26.2536
237 C -22.0546 16.4961 -27.4658
238 H -16.9503 13.2448 -20.8942
239 H -15.5316 13.6903 -21.8522
240 H -16.5861 12.4571 -22.4300
241 H -18.7903 14.7289 -21.6356
242 H -18.8349 13.6312 -23.1183
243 H -18.2875 15.4839 -24.5330
244 H -18.5238 16.6495 -23.2688
245 H -20.7377 15.8444 -22.8768
246 H -20.1351 16.3481 -25.6699
247 H -20.6336 17.5836 -24.5946
248 H -22.9581 16.7097 -24.4428
249 H -22.4819 15.1992 -25.2393
250 H -20.9700 16.5716 -27.5431
251 H -22.4147 17.0139 -28.3549
252 H -22.3201 15.4513 -27.6270
253 C -4.3754 12.4646 -25.2334
254 O -4.4811 11.0434 -24.7202
255 C -5.2910 10.8832 -23.4974
256 C -5.2133 9.5015 -22.9181
257 N -6.3168 9.4316 -21.9459
258 C -6.2309 8.1982 -21.1416
259 C -7.2102 8.3656 -19.9951
260 O -8.5272 8.2320 -20.5242
261 C -9.4907 8.1213 -19.4444
262 H -5.3137 13.0118 -25.1427
263 H -4.1940 12.5932 -26.3005
264 H -3.5896 12.9670 -24.6692
265 H -6.3436 11.1050 -23.6737
266 H -4.9742 11.5899 -22.7304
267 H -4.2717 9.2723 -22.4191
268 H -5.3289 8.7734 -23.7210
269 H -7.2024 9.3514 -22.4249
270 H -5.2450 8.0337 -20.7068
271 H -6.5505 7.2721 -21.6194
272 H -7.1489 9.3121 -19.4579
273 H -7.0246 7.5197 -19.3332
274 H -10.4342 7.8222 -19.9009
275 H -9.5492 9.0213 -18.8323
276 H -9.2067 7.3434 -18.7357
277 C -5.0340 2.1476 -19.0968
278 O -5.4373 1.7420 -20.3936
279 C -4.4120 1.2052 -21.1922
280 C -4.9095 0.9550 -22.6442
281 N -5.4025 2.2251 -23.2902
282 C -6.1236 1.9530 -24.5274
283 C -7.1344 3.1301 -24.8465
284 O -7.9738 3.3375 -23.7631
285 C -9.1262 4.2395 -24.0140
286 H -5.9166 2.3536 -18.4914
287 H -4.5191 3.1050 -19.1768
288 H -4.3503 1.5324 -18.5118
289 H -4.1258 0.2398 -20.7750
290 H -3.5449 1.8657 -21.1982
291 H -5.7028 0.2136 -22.5487
292 H -4.0869 0.5517 -23.2348
293 H -6.1460 2.6212 -22.7331
294 H -6.6851 1.0256 -24.4150
295 H -5.4869 1.9048 -25.4109
296 H -7.6315 2.9272 -25.7951
297 H -6.4859 4.0000 -24.9500
298 H -8.7629 5.2362 -24.2643
299 H -9.7458 4.3591 -23.1252
300 H -9.7262 3.8707 -24.8459